Computed, not measured: a structure of composition C26H55BF2GaLiMgN2NaO10, with the ωB97M-V functional and the def2-TZVPD basis.

Geometry as XYZ:
```
100
Properties=species:S:1:pos:R:3:forces:R:3:lowdin_charge:R:1
H 3.826 0.760 2.209 0.17 0.03 -0.07 0.085
Na 7.960 2.385 -2.921 0.77 -0.43 -0.82 0.828
H -1.521 0.303 -0.737 0.47 -0.77 -0.36 0.065
C 0.053 3.194 -0.346 -0.63 -0.78 -1.67 -0.132
H -5.869 1.875 -4.253 -0.07 0.21 -0.38 0.116
H -7.016 -0.390 -1.108 0.66 0.10 0.16 0.053
H 0.009 3.124 0.760 0.36 0.28 -0.53 0.098
H 6.388 3.422 -2.363 -0.52 0.44 0.09 0.126
H 1.621 1.411 2.050 -0.12 0.04 0.03 0.093
H -4.347 1.017 1.005 -0.71 0.14 0.31 0.094
C 0.963 0.527 -2.797 -0.65 -0.47 -0.08 -0.171
H -5.861 1.504 1.959 0.64 -0.05 -0.37 0.009
H 9.084 -6.189 2.308 0.07 0.11 0.00 0.053
N -6.480 2.683 -4.066 0.46 -0.65 2.30 0.208
C -0.751 -1.087 0.768 -0.90 0.36 -1.40 -0.244
H 0.846 1.186 -0.127 0.15 0.64 -1.28 0.071
C 4.148 -8.085 0.342 -0.08 -0.15 -0.14 0.013
O 5.425 -1.218 -0.547 0.01 0.03 0.08 -0.055
H 3.795 0.572 0.440 -0.09 0.01 -0.01 0.060
Li 1.052 -2.952 0.209 0.04 -0.27 -0.29 0.810
H 1.825 2.232 -1.284 -0.42 -0.31 0.31 0.120
H -3.484 1.981 3.033 0.07 -0.63 0.29 0.100
H -4.462 4.736 -0.188 0.30 -0.62 0.23 0.106
H 0.359 -0.031 -3.538 0.30 0.67 0.23 0.076
H -5.234 -0.299 -1.239 -0.50 0.26 0.50 0.059
H -0.458 -2.168 0.747 -0.46 0.11 0.57 0.035
H 8.443 -6.514 0.970 0.01 0.05 -0.08 0.046
C -3.858 3.802 -0.112 -0.55 0.15 0.06 -0.274
C -6.038 -0.361 0.846 1.03 0.28 -0.44 -0.254
C -5.184 0.673 1.655 0.04 -1.73 0.31 -0.292
H -1.989 1.315 1.435 -0.04 -0.40 0.56 0.098
C -2.012 0.597 2.289 0.41 -0.25 -0.38 -0.182
H -4.134 3.369 0.880 0.39 0.11 -0.58 0.081
B -7.222 2.345 -2.847 -3.54 0.93 -5.05 -0.370
C -1.225 -0.763 -0.708 -0.08 -0.44 0.77 -0.071
O 6.827 4.369 0.239 0.04 -0.26 -0.43 0.100
C 5.296 -8.453 1.030 0.02 0.24 0.10 -0.042
H -8.752 1.179 -3.100 -1.61 0.07 -0.22 0.120
H 7.503 2.436 0.314 0.02 -0.03 -0.08 0.155
C -1.981 -0.846 1.698 0.11 -0.02 0.56 -0.200
H 5.995 -5.512 2.563 0.01 -0.03 -0.05 0.106
H 1.437 -0.229 -2.104 0.24 0.34 -0.13 0.058
H 5.621 -1.810 0.187 0.12 0.02 0.00 0.040
H -7.024 -0.538 1.317 0.39 0.33 -0.36 0.107
H 8.300 3.465 -0.902 0.15 0.29 0.33 0.133
C 5.469 4.328 0.105 -0.45 0.63 0.47 -0.527
H -4.305 3.517 -2.207 0.14 -0.51 0.49 0.056
H 4.592 -1.544 -0.900 -0.01 0.05 -0.19 0.033
C 3.376 1.124 1.280 -0.14 0.14 0.21 -0.118
C -3.224 0.912 3.225 -0.10 0.17 0.04 -0.207
O 2.104 -5.225 -0.197 -0.27 1.03 0.22 -0.017
H -2.015 -1.568 2.543 0.04 0.32 -0.49 0.120
H 0.551 4.110 -0.719 -0.28 -0.28 0.60 0.113
C 0.801 1.933 -0.954 -0.57 0.35 0.95 -0.240
C 4.332 -5.851 1.257 0.06 0.05 0.06 -0.007
F -10.112 1.478 -3.898 -0.07 -0.69 -0.66 -0.376
O 0.096 1.353 -2.026 0.82 0.33 -0.63 -0.243
O 4.720 5.032 0.676 -0.01 -0.10 -0.01 0.232
H 6.202 1.813 -1.604 -0.38 -0.06 0.16 0.145
H -2.133 -1.357 -0.949 0.52 0.19 0.27 0.090
H -0.461 -1.019 -1.470 -0.43 0.56 0.37 0.056
C 6.265 2.890 -1.409 -0.79 -0.33 0.01 -0.185
O 5.095 3.354 -0.780 0.44 -0.17 -0.27 0.091
H -6.931 2.926 0.211 -0.32 -0.04 -0.39 -0.004
H -5.517 -1.351 0.844 -0.33 0.60 0.21 0.103
H 0.138 -0.479 1.027 -0.48 -0.33 0.03 0.076
C -4.331 2.890 -1.284 -0.12 0.67 -0.86 -0.253
H -1.055 0.743 2.841 -0.60 0.06 -0.23 0.110
H 6.857 -7.817 2.355 -0.07 0.02 0.03 0.107
N 2.486 -6.388 -0.284 0.09 -0.54 -0.06 -0.346
H -5.220 0.254 3.827 1.83 -1.39 -1.41 -0.169
H -1.503 3.301 -1.957 0.28 -0.54 0.64 0.134
H -5.833 3.461 -3.923 -0.04 -0.03 -0.14 0.089
H 1.692 1.121 -3.378 -0.27 -0.32 0.32 0.078
H 3.965 -4.839 1.352 -0.09 -0.08 -0.07 0.105
H -1.833 2.161 -0.568 0.32 0.64 -0.52 0.065
C -2.353 4.226 -0.184 0.42 0.27 -0.71 -0.194
Ga -6.227 2.106 -0.957 1.65 -0.39 2.97 0.590
O 1.968 0.915 1.303 0.79 -0.48 1.10 -0.173
C 3.680 -6.783 0.457 0.54 -0.04 0.33 -0.148
C -4.512 0.077 2.938 -0.12 1.01 0.00 -0.314
F 0.222 1.384 -5.172 0.13 -0.06 0.02 -0.790
C -1.420 3.156 -0.862 -0.54 0.48 1.20 -0.212
C 5.961 -7.527 1.825 -0.25 -0.15 -0.07 -0.070
H -2.899 -0.994 1.087 0.57 -0.09 0.43 0.101
C 7.345 3.231 -0.419 0.59 -0.04 0.47 -0.132
Mg -6.436 1.395 4.418 -1.52 1.35 0.93 0.506
H -2.313 5.139 -0.825 0.03 -0.53 0.43 0.111
H -1.946 4.561 0.800 -0.47 -0.45 -0.46 0.106
H 3.593 2.187 1.156 0.11 -0.03 -0.01 0.076
H -4.362 -1.018 2.890 0.02 0.59 -0.02 0.109
C 5.477 -6.228 1.942 -0.19 -0.08 -0.04 -0.066
O 1.935 -7.221 -0.950 -0.16 0.05 -0.09 0.141
O 8.387 -5.900 1.709 0.26 -0.01 0.06 -0.057
C -6.109 0.079 -0.659 -1.19 -0.43 -0.52 -0.255
H -3.692 2.005 -1.485 -0.34 0.47 0.20 0.055
H -2.938 0.879 4.300 -0.09 -0.28 -0.68 0.108
H 3.637 -8.812 -0.275 -0.08 0.15 -0.02 0.127
O -8.613 2.134 -2.837 4.72 0.32 2.74 0.118
H 5.674 -9.463 0.944 -0.06 0.02 -0.01 0.117
```
Forces are in eV/Å.

Properties
**LUMO**: -5.21 eV
**E**: -119841.24904 eV
**Strongest force on any atom**: 6.23 eV/A
**Molecular weight**: 728.50 g mol⁻¹
**Charge**: +1
**E_HOMO**: -7.45 eV

Computed, not measured: a structure of composition C26H55FO6Si2, with the ωB97M-V functional and the def2-TZVPD basis.

Geometry as XYZ:
```
90
Properties=species:S:1:pos:R:3:forces:R:3:lowdin_charge:R:1
C 8.228 0.914 2.881 0.19 -0.05 -0.02 -0.197
H -1.269 -3.123 0.176 -0.09 -0.20 -0.23 0.065
O 5.342 1.740 1.529 -0.19 0.69 0.15 0.092
H -3.537 -0.189 1.574 0.13 -0.01 -0.16 0.061
H 3.006 1.466 2.493 -0.06 -0.12 0.12 0.097
H 2.705 3.014 -1.203 -0.11 -0.09 -0.09 -0.017
H 8.953 -1.023 5.270 -0.01 -0.03 -0.03 0.114
H 2.510 0.983 0.004 -0.08 -0.17 0.13 -0.006
C -5.048 1.346 1.790 -0.28 -0.02 0.16 -0.419
C 4.722 2.745 2.208 0.76 1.26 0.46 -0.503
H 1.450 3.570 1.969 -0.16 0.01 -0.03 0.079
H 1.363 -3.499 -0.221 0.14 0.00 -0.11 0.129
H 2.887 4.260 1.272 0.07 0.13 -0.04 0.081
C 0.879 -2.799 0.462 -0.16 -0.35 0.05 -0.433
C -0.055 -0.405 0.461 -0.05 -0.11 -0.35 -0.207
H -1.950 -4.000 -7.730 -0.02 -0.03 -0.04 0.115
C -6.457 1.423 2.388 0.48 -0.36 -0.29 -0.082
C 1.766 -2.663 1.698 -0.28 0.10 -0.37 -0.077
H 7.300 2.279 4.272 0.01 0.02 -0.03 0.107
H -3.311 -0.359 -1.365 0.04 -0.01 0.24 0.100
H -4.949 -0.708 2.470 -0.05 -0.09 0.08 0.072
H 4.684 1.071 1.327 -0.04 -0.36 -0.07 0.091
C 2.400 3.317 1.500 -0.09 -0.46 0.22 -0.260
H -3.570 4.920 -0.827 -0.14 0.13 -0.23 0.070
H -1.679 -0.430 -3.866 -0.03 -0.07 -0.11 0.112
H -0.494 1.707 -2.895 0.09 0.14 -0.01 0.085
H -1.934 -1.483 -1.492 0.14 -0.07 0.08 0.097
C -2.716 2.608 -0.583 -0.40 -0.03 0.45 -0.223
H -3.992 5.246 0.819 -0.22 0.16 0.10 0.075
H -4.166 -3.265 -6.147 0.00 0.00 0.01 0.114
C 8.951 1.165 5.117 0.07 0.01 -0.04 -0.172
Si 1.998 2.369 -0.074 0.05 1.13 -0.10 0.570
C 8.304 1.959 3.984 -0.08 -0.04 0.08 -0.166
H -0.758 -3.073 1.842 -0.12 -0.01 0.10 0.077
H -3.206 2.306 -1.511 -0.02 0.09 -0.23 0.121
H 8.772 1.584 6.106 -0.02 0.00 0.00 0.109
H -4.847 1.415 -0.325 -0.12 0.00 -0.25 0.102
H 1.314 -1.954 2.389 0.05 0.08 0.18 0.070
C -0.470 -3.423 0.850 0.21 0.52 0.24 -0.071
O 0.360 2.441 -0.317 0.50 -0.98 -0.02 -0.300
C 3.251 2.527 2.522 0.32 0.26 -0.35 -0.165
H -0.986 -0.860 0.804 -0.19 0.10 0.07 0.073
H 1.846 -3.618 2.206 0.15 -0.11 0.11 0.079
H -1.460 -5.668 -7.379 0.03 0.01 0.02 0.114
H -5.895 2.666 0.299 -0.10 0.14 0.01 0.103
C -4.621 -0.111 1.622 0.15 0.05 0.13 -0.075
H 0.474 -0.113 1.367 0.09 0.15 0.09 0.075
H -2.615 -3.311 -4.322 0.06 0.06 0.03 0.091
H 2.754 -2.307 1.415 0.19 -0.01 0.11 0.075
C -1.934 0.121 -2.961 0.64 -0.15 -0.21 -0.201
H 7.359 -0.272 5.471 0.03 0.01 0.05 0.114
H -2.747 -5.068 -4.144 -0.04 0.02 0.01 0.119
C -2.072 -4.836 -7.031 0.00 0.09 0.01 -0.212
H 7.396 1.077 2.202 0.03 -0.05 0.00 0.088
H -5.030 -0.553 0.715 -0.14 -0.05 -0.08 0.077
H -4.863 -4.593 -5.213 0.00 -0.02 0.01 0.111
H -2.609 0.910 -3.277 -0.24 0.06 0.09 0.103
C -4.956 2.147 0.475 0.52 -0.23 0.33 -0.129
C -2.630 -0.860 -2.047 -0.46 0.12 -0.24 -0.196
H 9.155 0.885 2.297 0.00 0.03 0.02 0.119
H -6.491 0.839 3.304 -0.12 0.07 0.21 0.071
F -3.418 -1.722 -2.823 -0.02 0.02 0.05 -0.067
O 8.062 -0.351 3.536 -0.02 0.04 0.03 -0.142
C -4.188 4.566 -0.005 0.58 -0.34 0.20 -0.043
H -6.730 2.453 2.589 -0.20 0.11 0.04 0.075
C -2.733 -4.243 -4.865 0.06 -0.18 -0.05 -0.201
O -2.090 1.460 -0.003 0.33 0.18 -0.33 -0.172
H -7.162 0.971 1.691 -0.24 0.10 -0.05 0.082
C 8.313 -0.206 4.935 -0.08 0.02 -0.03 -0.212
H -4.368 1.785 2.521 0.07 0.16 0.05 0.125
O 5.319 3.767 2.502 -0.77 -1.75 -0.52 0.098
C 0.731 -1.480 -0.300 0.17 -0.13 0.38 -0.246
Si -0.580 1.077 -0.557 -0.31 0.13 0.17 0.368
H 1.738 -1.127 -0.525 0.06 0.14 -0.17 0.091
H -5.233 4.614 -0.282 -0.15 0.14 -0.10 0.068
C -3.973 -4.263 -5.746 0.01 0.06 -0.07 -0.170
H 3.087 2.894 3.529 -0.01 0.06 0.13 0.121
C -3.766 3.134 0.388 -0.34 -0.11 -0.35 -0.321
H 0.227 0.146 -2.714 0.15 -0.13 0.10 0.080
C -3.540 -5.205 -6.867 -0.02 -0.06 0.05 -0.173
H 8.867 2.842 3.688 0.01 0.01 -0.01 0.114
H 0.255 -1.707 -1.251 -0.08 0.06 -0.16 0.094
H -0.403 -4.504 0.896 -0.07 -0.17 -0.06 0.077
H -1.996 3.398 -0.802 0.24 -0.04 0.01 0.113
H -4.110 -5.086 -7.788 0.00 0.02 -0.01 0.109
H -3.634 -6.243 -6.541 0.00 0.00 -0.01 0.112
H -3.274 3.150 1.358 0.07 0.12 0.16 0.130
H 10.030 1.102 4.963 0.00 -0.01 0.01 0.112
C -0.628 0.743 -2.403 -0.44 0.17 0.09 -0.184
O -1.614 -4.425 -5.743 -0.05 0.00 0.00 -0.144
```
Forces are in eV/Å.

Properties
**LUMO**: 0.42 eV
**E**: -58615.54473 eV
**Strongest force on any atom**: 1.98 eV/A
**Molecular weight**: 538.89 g mol⁻¹
**E_HOMO**: -9.22 eV

Computed, not measured: a cluster of 6 separate species, C26H55NO10S5 in total, with the ωB97M-V functional and the def2-TZVPD basis.

Geometry as XYZ:
```
97
Properties=species:S:1:pos:R:3:forces:R:3:lowdin_charge:R:1
S -0.920 1.015 -5.477 -0.22 -1.34 2.00 0.716
H 2.532 -2.380 -1.081 -0.02 0.00 -1.10 0.069
O -0.882 -0.468 -5.240 -0.02 3.34 -0.48 -0.353
H -1.111 2.504 4.096 0.66 0.20 -1.27 0.110
H 0.187 4.569 3.980 1.19 -0.08 -0.38 0.093
C 0.280 4.033 4.925 -0.11 -0.09 -0.91 -0.225
C -7.739 -1.850 -2.043 -2.35 -0.36 -0.59 -0.259
H 5.241 1.452 -1.442 -0.17 0.08 0.18 0.102
O 2.793 4.817 4.632 -0.58 -1.19 1.71 -0.365
H 5.381 -0.158 -2.037 -0.02 -0.14 -0.25 0.099
S -5.364 -1.160 -2.975 0.29 0.69 -2.41 0.794
O 0.164 1.883 -4.988 -0.74 -1.16 -0.47 -0.347
H 2.033 1.465 5.892 0.46 0.68 0.85 0.094
O -5.047 -0.656 -4.380 -0.84 -1.25 3.90 -0.385
C 2.992 -2.675 4.145 -0.76 -0.22 0.74 -0.210
H 0.474 0.376 1.342 0.03 -0.57 0.26 0.093
C -2.459 1.838 -4.958 -0.14 -2.47 0.85 -0.241
O -0.559 -2.900 0.712 -0.01 0.90 -0.14 -0.342
H 3.868 1.038 -3.835 1.22 0.54 0.14 0.061
H 3.364 1.986 4.860 -0.25 0.24 -0.56 0.099
C -2.201 2.574 -7.274 1.82 0.58 -0.15 -0.187
H 1.326 2.061 3.075 0.22 0.31 0.03 0.089
C 1.161 1.820 4.125 -1.17 0.22 -0.45 -0.202
H 1.022 0.739 4.162 -0.26 0.03 -0.05 0.083
H -7.397 -3.945 -1.812 0.33 -0.14 0.26 0.115
H -1.619 3.428 -7.619 -0.27 -0.03 -0.65 0.113
C -1.902 -1.028 -0.767 0.87 -0.61 2.00 -0.200
H 2.849 0.153 -3.014 -0.21 -0.39 1.06 0.056
H -8.436 -1.950 -2.875 0.31 -1.41 -0.62 0.112
H 4.065 -3.316 -1.077 -0.40 -0.25 0.33 0.073
H 5.081 0.940 1.279 1.03 0.13 -0.95 0.115
C 2.352 -2.797 6.571 -1.23 -0.97 0.04 -0.225
H 2.672 -3.821 6.760 -0.36 0.01 0.62 0.103
H 2.486 2.239 0.849 -0.22 -0.13 -0.35 0.059
H -6.257 -2.927 -0.824 0.10 -0.18 -0.17 0.117
C 4.651 0.567 -1.678 -1.34 -0.62 -0.79 -0.194
H -0.592 2.153 5.543 0.91 -0.47 0.58 0.106
H -0.152 1.668 -7.384 -0.14 0.38 -0.78 0.100
H -3.237 1.109 -5.181 -0.12 -0.23 0.08 0.094
C -1.192 1.419 -7.172 0.54 -0.88 -0.82 -0.233
O 2.052 4.092 7.030 0.09 0.03 -2.70 -0.359
H -0.036 -1.196 -1.971 -0.60 -0.70 -0.33 0.123
H 4.100 -2.080 -2.198 -1.27 0.08 -0.74 0.070
H 3.505 -2.021 3.440 0.15 -0.23 -0.04 0.104
H 3.280 -3.717 4.002 -0.03 0.01 -0.25 0.118
C -2.566 2.982 -5.863 -0.83 1.51 0.10 -0.262
S -0.988 -1.508 0.788 1.00 -0.25 -1.18 0.682
H -1.917 3.783 -5.509 -0.14 0.14 -0.10 0.122
O -4.420 -0.953 -1.875 -0.85 -0.17 -1.25 -0.354
C 1.485 -2.469 4.012 -0.10 -0.60 1.38 -0.175
H 3.715 -1.617 0.675 0.34 -0.15 0.54 0.097
C 3.606 -2.345 -1.264 1.30 0.42 0.45 -0.068
H 2.126 -2.209 7.461 0.37 -0.13 -0.02 0.107
S 2.019 3.958 5.552 -0.11 -0.06 0.01 0.748
H -2.560 -0.281 -0.322 -0.05 0.34 -0.60 0.091
H 1.332 -1.390 4.039 -0.59 -0.14 -0.50 0.070
C -6.770 -3.055 -1.777 -1.10 1.35 -1.50 -0.186
C 4.157 0.937 0.701 -1.17 -4.10 0.54 -0.267
H -0.284 4.764 5.504 -0.22 -0.90 1.02 0.098
H 3.994 2.846 1.365 0.09 0.71 -0.47 0.083
H -5.017 -3.659 -2.986 0.15 0.42 -0.28 0.107
C -0.164 2.570 4.631 0.57 0.33 1.64 -0.174
H -6.494 -3.082 -3.907 0.33 -0.10 -0.13 0.103
C 2.311 2.148 5.090 -1.41 0.70 0.44 -0.195
H -2.516 -1.896 -1.005 0.46 0.17 -0.51 0.085
H 1.289 -0.813 0.221 0.17 -0.63 1.03 0.084
H -2.467 1.980 -3.877 0.20 0.31 -0.13 0.113
O -0.219 -1.983 6.132 1.10 -1.66 -0.41 -0.357
H 4.333 -2.571 5.826 0.02 -0.06 0.16 0.117
C 3.317 -2.255 5.589 1.46 1.27 -0.80 -0.254
C 4.230 -1.384 -0.257 -0.74 -1.37 1.25 -0.316
N 3.981 -0.005 -0.452 1.38 3.30 -1.84 -0.169
S 0.744 -3.011 5.699 0.92 1.64 -1.20 0.731
C 0.073 0.411 -0.728 -1.42 2.18 -0.90 -0.256
H 1.017 -3.052 3.220 -0.26 0.46 0.02 0.097
H -1.156 0.042 -2.533 0.04 0.00 0.13 0.094
H -3.593 3.334 -5.950 0.01 0.28 0.63 0.123
O -1.628 -1.070 1.990 -0.92 0.21 0.67 -0.334
C 3.538 2.262 0.565 -0.64 0.89 0.46 -0.082
C -0.778 -0.467 -1.646 0.12 0.00 0.17 -0.180
C 0.361 -0.321 0.512 1.24 -1.07 0.16 -0.244
H 3.362 -1.166 5.613 -0.19 0.20 0.08 0.105
H -7.374 0.255 -3.027 -0.72 -1.12 -1.16 0.104
H 5.256 -1.744 -0.182 0.70 0.65 0.31 0.113
C -5.864 -2.974 -3.024 0.00 0.94 1.13 -0.191
C -7.053 -0.579 -2.402 2.23 1.46 1.25 -0.223
H 0.988 0.776 -1.196 0.01 -0.23 -0.15 0.105
H 3.606 2.696 -0.432 0.31 0.25 0.26 0.072
H -6.993 0.044 -1.510 1.20 -0.32 0.53 0.099
H 3.036 1.832 -2.526 -0.04 -0.05 0.11 0.054
H -8.532 -1.739 -1.303 0.64 0.30 0.84 0.115
H -0.466 1.307 -0.420 -0.37 0.29 -0.40 0.118
H -3.077 2.478 -7.916 0.29 -0.65 0.04 0.120
O 0.476 -4.432 5.679 -0.53 0.45 0.09 -0.337
H 3.570 0.324 1.385 -0.45 0.44 0.89 0.088
H -1.414 0.487 -7.691 -0.25 0.15 -0.04 0.107
C 3.583 0.926 -2.788 0.08 -0.35 0.02 -0.078
```
Forces are in eV/Å.

Properties
**LUMO**: 0.28 eV
**E**: -103988.53926 eV
**Strongest force on any atom**: 4.29 eV/A
**Molecular weight**: 702.06 g mol⁻¹
**E_HOMO**: -8.52 eV
**Structure (SMILES)**: O=S1(=O)CCCC1.O=S1(=O)CCCC1.O=S1(=O)CCCC1.O=S1(=O)CCCC1.O=S1(=O)CCCC1.CCN(CC)CC